46
Properties=species:S:1:pos:R:3 method="wB97M-V/def2-TZVPD" largest_force_ha_per_bohr=0.1735 gap_ev="7.47 / 6.66" multiplicity=3 total_charge=+2 homo_ev="-15.6 / -15.9"
C 1.35577 1.96195 -1.05898
H 2.21242 2.26209 -0.43830
H 1.68226 1.76462 -2.08382
H 0.99720 -1.18251 0.55066
C 0.18846 2.90053 -0.92533
H -0.68928 2.31329 -1.23401
H 0.00982 3.23705 0.11310
C 0.36561 4.10981 -1.79564
H -0.47932 4.75021 -1.82345
H 1.17903 4.65097 -1.36579
H 0.58708 3.80653 -2.79445
C -0.81054 -1.70871 -0.08644
C -1.34223 -0.69793 -0.88848
C -0.40675 -0.41039 -1.94740
C 0.76640 -1.19899 -1.73150
C 0.61796 -1.89778 -0.43907
C 1.60205 -2.88935 0.14360
C 1.93841 -1.24800 -2.64385
C -0.76230 0.22209 -3.27362
C -2.79011 -0.26622 -0.88369
C -1.48998 -2.41242 1.02498
V 0.67272 0.11942 -0.16032
H 2.82759 -1.51000 -2.06727
H 1.81560 -1.98361 -3.45542
H 2.15231 -0.27114 -3.10440
H 2.62191 -2.58890 -0.13430
H 1.50274 -2.83466 1.23797
H 1.37432 -3.90045 -0.18766
H -2.29304 -1.81036 1.47944
H -1.93834 -3.32433 0.59796
H -0.77467 -2.72368 1.79656
H -2.97430 0.59090 -1.54397
H -3.49438 -1.07536 -1.15164
H -3.06189 0.06572 0.12180
H -0.05909 1.00071 -3.57819
H -0.77501 -0.52792 -4.08179
H -1.74044 0.71139 -3.26428
N -1.16645 0.98590 3.54680
C -0.20111 0.05649 3.90877
C 0.49930 -0.24113 2.79229
N -0.05101 0.50128 1.73564
C -1.06037 1.23132 2.21624
H -1.81581 1.44757 4.16949
H -0.06804 -0.30676 4.90606
H 1.32658 -0.92915 2.63954
H -1.69194 1.94243 1.68505